166
Properties=species:S:1:pos:R:3:forces:R:3:mulliken_charge:R:1 method="wB97M-V/def2-TZVPD" lumo_energy_ev=-7.10 e_homo_ev=-8.23 total_charge=0 max_force_ev_per_a=3.9
Hf -16.9309 23.9293 2.6464 -0.1 -0.3 0.5 1.315
S -12.0018 22.5216 2.2928 1.8 -0.4 0.8 1.316
O -12.8730 23.2300 1.4078 -2.1 1.8 -2.7 -0.367
O -13.0801 22.1198 3.1692 -1.5 -1.2 1.6 -0.350
O -11.2110 21.4761 1.7723 0.3 -2.2 -1.0 -0.423
O -11.0822 23.4585 2.8388 1.2 2.1 1.3 -0.391
C -16.6021 20.6144 9.2816 -1.4 -1.3 -1.8 0.626
F -17.0787 20.2664 10.4804 0.5 0.5 -0.3 -0.212
F -16.3783 21.9180 9.1731 0.2 -0.2 0.7 -0.199
F -15.4688 19.9271 9.0367 -0.4 0.6 0.4 -0.219
S -17.9101 20.1159 7.8848 1.0 -0.2 -0.1 1.051
O -17.5871 18.7360 7.5261 0.2 0.8 0.1 -0.533
O -19.2416 20.2122 8.4462 0.4 0.6 0.0 -0.531
O -17.5770 21.0849 6.8196 -0.4 -0.7 0.8 -0.550
C -20.3074 27.1216 9.1360 -0.9 0.5 -0.7 0.629
F -18.9938 27.3185 9.1079 -0.1 0.1 0.2 -0.204
F -20.5888 25.9803 9.7294 0.2 -0.3 0.2 -0.198
F -20.9017 28.1132 9.8859 0.8 -1.0 -1.5 -0.216
S -20.9038 26.9408 7.2676 -0.7 0.5 -1.2 1.092
O -22.1260 26.1576 7.2843 0.2 0.3 0.8 -0.539
O -21.0609 28.2879 6.7320 0.3 -0.4 0.9 -0.554
O -19.8864 26.2071 6.5021 0.4 0.2 1.0 -0.518
C -6.2065 23.7226 10.1720 0.0 -0.2 -0.9 -0.746
O -6.8506 22.6543 9.4735 0.0 1.2 -0.3 -0.312
C -6.8045 21.4659 10.1798 0.0 -0.9 0.5 -0.432
C -7.7094 20.3940 9.5475 0.0 0.5 0.7 -0.549
N -7.5819 19.0939 10.2130 1.5 -0.6 -1.2 -0.349
C -8.2286 18.0245 9.3880 -0.9 0.6 1.0 -0.717
C -8.0014 16.5260 9.7056 1.2 1.8 -0.2 -0.558
O -6.6090 16.2203 9.3877 -1.8 0.9 0.5 -0.300
C -6.1634 15.0173 9.9252 0.1 -0.7 -0.4 -0.696
H -6.7784 24.1408 11.0004 -0.5 -0.1 0.0 0.297
H -6.0478 24.4806 9.4050 0.0 0.2 0.3 0.257
H -5.2415 23.4386 10.5916 0.2 -0.3 -0.1 0.315
H -7.1229 21.7038 11.1947 -0.1 -0.5 0.5 0.294
H -5.7751 21.1093 10.2151 0.2 -0.3 0.1 0.324
H -7.4860 20.3411 8.4819 0.2 -0.3 0.1 0.337
H -8.7318 20.7653 9.6168 -0.4 0.2 -0.1 0.237
H -8.0149 19.1203 11.1251 -0.1 0.0 0.0 0.268
H -8.0918 18.1964 8.3204 0.4 0.2 0.1 0.398
H -9.2574 18.2886 9.6328 -0.9 -1.0 -0.8 0.454
H -8.7374 15.9585 9.1361 0.3 -0.3 -0.4 0.347
H -8.2860 16.3820 10.7479 0.6 -0.3 0.4 0.325
H -6.5838 14.8451 10.9161 0.1 -0.2 0.1 0.312
H -5.0739 14.9960 9.9477 0.0 0.4 0.3 0.230
H -6.4194 14.2068 9.2428 -0.4 -0.4 0.1 0.263
C -24.0324 11.8702 19.9540 0.5 -0.4 -1.0 -0.763
O -24.1168 11.9936 18.5052 -0.4 1.0 1.8 -0.310
C -25.4905 12.1655 18.0766 0.9 -0.9 -0.2 -0.681
C -25.4062 12.4154 16.5698 0.1 -0.4 1.4 -0.643
N -25.1015 13.7885 16.2775 -1.2 1.1 -0.4 -0.342
C -25.3065 14.1949 14.8746 0.5 0.1 1.5 -0.705
C -24.7534 15.6332 14.7156 0.1 -3.0 -0.7 -0.533
O -23.3731 15.4988 15.1178 -1.7 0.9 -0.4 -0.312
C -22.7722 16.7547 15.1322 1.1 0.6 0.6 -0.801
H -23.0028 11.8074 20.3061 0.3 0.5 -0.6 0.268
H -24.3748 10.8815 20.2597 -0.9 0.1 0.1 0.300
H -24.4946 12.7166 20.4620 -0.3 -0.2 0.0 0.293
H -26.1011 12.9190 18.5741 0.6 0.6 0.3 0.386
H -25.9622 11.2183 18.3381 -0.4 -0.3 -0.4 0.428
H -26.3765 12.1001 16.1861 0.0 0.3 -0.5 0.427
H -24.6230 11.7182 16.2722 0.0 -0.3 -0.7 0.336
H -24.1503 14.0791 16.4530 0.1 -0.5 0.5 0.280
H -26.3455 14.1397 14.5498 -0.1 0.0 0.2 0.391
H -24.7062 13.4701 14.3246 0.0 0.3 -1.0 0.350
H -25.3501 16.3737 15.2484 0.4 0.0 0.4 0.383
H -24.8693 15.7597 13.6392 0.5 0.8 -0.2 0.365
H -21.8508 16.6405 15.7032 0.2 0.1 -0.3 0.257
H -23.3360 17.5244 15.6594 -0.5 -0.1 0.1 0.337
H -22.5572 17.1550 14.1415 0.1 -0.2 -0.3 0.287
C -6.6939 17.2377 18.2694 0.5 -0.8 0.1 -0.805
O -7.9443 17.2345 17.6283 0.0 0.7 -0.2 -0.267
C -8.3087 18.5160 17.1864 -1.8 1.1 -0.3 -0.629
C -9.8079 18.6027 16.8236 0.9 -1.0 -0.3 -0.538
N -10.0723 17.7509 15.6577 -1.2 -0.1 -0.4 -0.275
C -11.5287 17.5449 15.3894 1.8 0.3 0.0 -0.857
C -12.1585 16.6544 16.4602 -1.5 0.9 0.0 -0.522
O -11.4882 15.4560 16.8233 -1.1 1.1 -0.5 -0.348
C -11.4816 14.5036 15.7709 1.3 -0.1 0.8 -0.662
H -6.3040 16.2210 18.2194 -0.1 -0.1 0.1 0.243
H -6.7520 17.5053 19.3245 -0.2 0.3 0.1 0.295
H -5.9349 17.8511 17.7839 -0.2 0.3 -0.2 0.331
H -7.7922 18.8866 16.3009 0.6 -0.5 -0.2 0.324
H -8.1978 19.3196 17.9144 0.5 -0.2 0.7 0.411
H -10.0035 19.6451 16.5722 -0.1 0.0 -0.2 0.371
H -10.4071 18.3551 17.6998 -0.1 -0.1 0.2 0.338
H -9.8124 16.7922 15.8406 1.0 0.0 0.5 0.259
H -11.6190 17.1307 14.3852 0.0 -0.3 0.0 0.300
H -11.9486 18.5446 15.2785 -0.6 -0.1 0.5 0.417
H -13.1773 16.4652 16.1220 -0.3 -0.6 -0.2 0.420
H -12.3710 17.2511 17.3473 0.7 -0.2 0.4 0.386
H -11.0271 13.6644 16.2974 0.2 -0.3 -0.7 0.211
H -10.8272 14.9126 15.0012 0.0 -0.5 -0.4 0.302
H -12.4186 14.1601 15.3325 -0.5 0.5 0.3 0.298
C -27.3333 12.0899 7.5277 1.2 0.1 0.4 -0.761
O -26.0368 12.6057 7.1514 -1.2 -0.3 -0.2 -0.330
C -26.1034 13.8085 6.3736 2.2 -0.9 0.9 -0.465
C -24.5970 14.1485 5.9074 -2.7 1.0 0.1 -0.891
N -24.2630 13.6560 4.5985 1.0 -0.6 -0.4 -0.326
C -24.0072 12.2208 4.6540 -1.2 -0.7 0.2 -0.401
C -23.9038 11.5372 3.2905 0.1 0.8 -0.4 -0.720
O -25.1214 11.8092 2.5744 0.3 0.6 0.2 -0.280
C -25.0697 11.5075 1.2007 0.1 -0.4 -0.1 -0.777
H -27.1188 11.3358 8.2849 0.0 -0.4 -0.4 0.252
H -27.8801 11.6848 6.6762 0.0 -0.1 -0.1 0.296
H -27.9631 12.7952 8.0700 0.0 0.6 -0.3 0.315
H -26.4835 14.5479 7.0786 -0.1 0.6 -0.4 0.501
H -26.7309 13.6832 5.4912 -0.2 0.1 -0.1 0.302
H -23.8757 13.8581 6.6713 -0.1 -0.2 -0.1 0.397
H -24.6301 15.2370 5.8622 0.4 0.2 0.0 0.363
H -24.9833 13.8336 3.9130 -0.2 0.1 0.1 0.249
H -24.8504 11.7219 5.1318 -0.3 -0.2 0.3 0.223
H -23.1992 12.0818 5.3723 0.5 -0.4 -0.6 0.406
H -23.7799 10.4543 3.2950 0.1 -0.1 0.6 0.418
H -23.0425 11.9496 2.7651 0.1 0.2 -0.4 0.376
H -24.8004 10.4611 1.0567 -0.1 -0.3 -0.1 0.300
H -24.3490 12.0770 0.6139 0.3 0.4 0.3 0.316
H -26.0437 11.6927 0.7477 -0.1 -0.1 0.3 0.239
C -13.6554 27.9663 20.8794 -0.9 0.2 0.7 -0.772
O -13.9566 26.5935 20.8644 0.8 -0.7 0.0 -0.264
C -14.2928 26.0587 22.1256 -1.1 -0.8 0.2 -0.702
C -15.3563 24.9698 21.9509 0.0 -0.2 1.2 -0.410
N -14.7795 23.7074 21.4957 -0.8 0.1 -0.6 -0.474
C -15.7892 22.7868 20.9174 1.0 0.4 -1.3 -0.764
C -16.4146 23.3178 19.6276 -0.7 1.0 0.4 -0.565
O -15.5125 23.9474 18.7313 0.0 -1.2 0.2 -0.302
C -16.1903 24.6091 17.6838 0.8 0.2 -0.3 -0.779
H -14.6474 28.4086 20.9709 0.1 1.0 -0.2 0.335
H -13.1230 28.3087 19.9921 -0.2 -0.4 -0.1 0.213
H -13.0878 28.2697 21.7591 0.3 -0.1 0.1 0.304
H -14.7362 26.7384 22.8533 -0.1 0.9 -0.4 0.451
H -13.4471 25.6453 22.6752 0.4 -0.2 -0.3 0.292
H -16.2193 25.3413 21.3982 0.2 0.2 -0.7 0.256
H -15.8104 24.7884 22.9250 0.2 -0.1 0.4 0.425
H -14.2419 24.0083 20.6954 0.5 -0.3 -0.3 0.327
H -16.6255 22.5743 21.5834 0.3 -0.1 0.3 0.345
H -15.2850 21.8759 20.5948 0.2 -0.3 0.7 0.365
H -17.1210 24.0874 19.9387 -0.5 0.1 -0.1 0.362
H -16.9789 22.5221 19.1412 0.0 -0.1 -0.2 0.480
H -16.5198 25.5737 18.0699 -0.3 0.2 -0.3 0.294
H -16.9964 24.0715 17.1845 -0.4 -0.4 0.6 0.328
H -15.4715 24.7122 16.8709 0.2 0.5 0.2 0.253
O -17.1096 19.9845 1.0303 0.1 0.5 0.1 -0.657
H -16.4549 19.5258 0.5039 0.2 -0.1 -0.1 0.319
H -17.7864 19.3284 1.1966 -0.3 -0.2 0.1 0.325
O -21.1058 22.9880 1.9186 0.5 0.1 0.0 -0.651
H -21.7729 23.6325 1.6823 -0.2 0.2 0.0 0.320
H -21.5913 22.1712 2.0335 -0.1 -0.3 0.1 0.322
O -25.0669 21.6730 8.5065 -0.3 -0.1 0.0 -0.648
H -24.7787 22.5858 8.5106 0.1 0.3 0.0 0.325
H -24.2595 21.1661 8.5922 0.2 -0.1 0.0 0.323
O -14.8267 25.6828 5.9278 -0.2 -0.2 -0.4 -0.641
H -14.0392 25.3939 6.3890 0.2 -0.2 0.1 0.318
H -14.8831 26.6202 6.1132 -0.1 0.3 0.1 0.319
O -20.1314 16.9340 3.0443 0.1 0.2 -0.3 -0.647
H -20.9155 16.3968 3.1579 -0.2 -0.1 0.0 0.322
H -19.6174 16.7789 3.8367 0.2 0.0 0.3 0.326
C -16.6357 13.1974 9.6492 0.2 1.6 -0.8 -1.122
C -18.0410 12.7202 9.2738 1.9 1.3 0.0 -0.154
O -18.3372 11.7389 10.1892 -1.2 -1.7 0.4 -0.500
H -16.2099 13.9014 8.9343 -0.4 0.2 -0.5 0.354
H -15.8191 12.4778 9.7090 -0.6 -0.6 0.3 0.317
H -16.6859 13.8248 10.5391 0.0 -0.5 0.4 0.275
H -18.1014 12.3422 8.2533 0.1 0.0 -0.3 0.270
H -18.7999 13.4878 9.4252 0.3 0.7 -0.5 0.252
H -19.1935 11.4980 9.8282 -0.4 -1.0 0.9 0.308